DFT (wB97M-V/def2-TZVPD) results for a 2-piece molecular cluster, C3H10NO2 overall.

The calculation puts the largest force on an atom at 3.5 eV/A. Its energy relative to the best compared isomer or geometry (same formula, charge and spin) is 177.9 kJ/mol. As for the highest occupied orbital energy: -0.1012 Eh. The total energy is -8856.950 eV. As for the molar mass: 92.1 g mol⁻¹.

ORCA input file:
```
! wB97M-V def2-TZVPD RIJCOSX def2/J DEFGRID3
* xyz -1 1
C 0.08593 1.57502 0.06354
N 0.40751 0.12984 -0.18872
C -0.27050 -0.79075 0.66780
C -1.61485 -1.16370 0.07109
O -1.57102 -1.51366 -1.28800
H -0.78027 1.64572 0.84882
H 0.91166 2.31578 0.37999
H -0.40580 2.03610 -0.82655
H 0.06375 -0.29688 -1.06357
H 0.34649 -1.73553 0.73216
H -0.53240 -0.48227 1.66191
H -2.13716 -1.97237 0.64933
H -2.32322 -0.19864 0.16362
H 2.74672 0.04687 -1.38080
H 2.05935 0.07796 0.00272
O 3.01379 0.32652 -0.49333
*
```